21
Properties=species:S:1:pos:R:3:forces:R:3:lowdin_charge:R:1 method="wB97M-V/def2-TZVPD" orbital_gap_ev=10.05 de_lowest_kj_mol=249.5 e_tot_ha=-440.62016 smiles=N[C@H](CO)CCO.O
C -0.42816 1.39066 1.01803 -0.6 0.7 -1.0 -0.19
O -1.73928 1.83806 0.59112 0.3 -0.2 0.7 -0.07
C 0.06353 0.51191 -0.11992 3.3 -1.1 -1.8 -0.38
C 1.17897 -0.49616 0.24025 -0.8 -0.2 3.2 -0.12
C 0.60361 -1.56285 1.25625 0.8 0.5 -1.2 -0.24
O 0.52480 -2.84412 0.62819 0.4 0.2 0.1 -0.08
N 0.63905 1.22287 -1.27724 -2.1 0.5 -0.6 0.04
H 0.23085 2.26317 1.05014 0.1 -0.2 0.4 0.12
H -0.51677 0.95160 2.01875 0.0 -0.2 -0.4 0.12
H -1.60577 2.67416 0.15097 -0.1 0.3 -0.2 0.07
H -0.74618 -0.02790 -0.58642 -0.3 -0.1 0.7 0.09
H 1.95433 0.08120 0.77584 -0.1 -0.1 -0.2 0.11
H 1.69992 -1.09821 -0.49257 -0.4 0.5 -1.0 0.11
H -0.40815 -1.26602 1.49791 -0.2 -0.2 0.4 0.10
H 1.23428 -1.58770 2.14799 -0.2 -0.2 0.2 0.11
H 1.39608 -3.00357 0.22460 -0.6 -0.1 0.2 0.08
H 1.55882 1.55917 -1.46622 0.4 -0.1 0.8 0.07
H -0.05540 1.64220 -1.87420 0.2 0.2 0.0 0.06
H -2.11709 -0.87913 -1.20782 -0.3 0.0 1.0 0.00
H -1.36726 -0.39850 -2.43085 -0.4 -0.4 0.1 0.03
O -2.10019 -0.97083 -2.14480 0.4 0.2 -1.4 -0.04